No. 1
ORCA calculation (ωB97M-V/def2-TZVPD) on C49H41BiN8O5 as an isolated structure.

XYZ file:
```
104
Properties=species:S:1:pos:R:3
Bi 0.3790 -0.2526 0.0200
O 2.0842 -0.0230 -1.2064
O -0.9100 0.5082 2.4202
O -0.7555 0.3340 -1.8067
O -0.8282 3.3251 -1.1232
O 2.2544 2.6679 1.2867
N 1.0338 -2.9261 0.7612
N 3.8115 -0.4778 1.0878
N -2.3266 -1.4487 -0.0144
N -0.7503 -1.8103 -2.7195
N 2.7407 0.0568 1.4574
N -0.0398 -2.1503 -1.6052
N -0.5157 1.8129 0.5761
N -2.1884 2.3406 1.9268
C 1.7207 3.9605 1.1869
C 2.9293 0.8751 2.6210
C 2.7749 3.0066 3.6609
C 1.4597 -5.1153 -0.1174
C 0.1674 -3.3953 -1.4145
C 2.2540 -5.4109 0.9717
C -2.9944 1.6928 -5.0979
C -2.4142 4.6647 1.1953
C 4.7382 -3.2310 -1.1612
C 3.2028 2.4658 4.8633
C 1.8742 -3.2218 1.7661
C 6.6542 -3.4971 0.8376
C 3.7650 -1.2832 -0.0402
C -1.9781 -0.0714 -3.8091
C 0.9225 -3.8221 -0.2160
C 5.7407 -2.5360 0.9110
C -3.3078 5.0366 2.1912
C -1.1405 2.8014 -0.0687
C -2.9882 -0.5629 -5.9527
C -4.4143 3.7428 -0.7253
C -3.8218 1.4500 -0.2349
C 2.5022 -4.4453 1.9301
C 2.9253 -1.0459 -1.1420
C -3.3945 6.3443 2.6455
C -2.6608 -2.3271 0.6453
C -3.6038 2.8125 -0.0739
C 3.5456 1.1254 4.9312
C -1.0820 -0.5284 -2.6788
C -5.7231 1.8932 -1.6160
C -1.5764 5.6399 0.6581
C -2.5824 7.3329 2.0838
C 3.3801 0.3144 3.8036
C -5.4613 3.2807 -1.5204
C 5.6264 -4.3530 -1.1590
C -3.0139 -3.4204 1.5198
C -2.3894 3.2338 0.7576
C 6.5813 -4.5018 -0.2083
C -3.3335 0.7932 -6.0781
C -1.8757 -4.3885 1.7798
C -1.1787 1.4677 1.7205
C 4.7766 -2.2869 -0.0854
C -2.3329 -0.9956 -4.8075
C 2.6103 2.2095 2.5236
C -0.3168 -4.4097 -2.4390
C -1.6814 6.9702 1.1274
C 3.0332 -1.9076 -2.2841
C 3.8961 -2.9877 -2.2698
C -4.8690 0.9703 -1.0023
C -2.2899 1.2896 -3.9619
H -1.4516 -4.7541 0.8403
H -3.1630 0.6918 0.2043
H -4.2635 4.7772 -0.6219
H 1.2605 -5.8778 -0.8679
H 3.1075 -4.7083 2.7718
H 3.8869 -3.7521 -3.0829
H -1.9810 2.0203 -3.2522
H 2.0296 -2.4262 2.4783
H -3.9383 4.2593 2.6815
H -2.0319 -2.0200 -4.7400
H -0.9137 5.3868 -0.1171
H -4.0935 6.5916 3.4573
H 5.7624 -1.8667 1.7611
H 0.5519 -4.8034 -2.9220
H -0.9277 -3.9549 -3.1879
H -3.8326 -3.9898 1.0398
H -3.9005 1.1854 -6.9355
H -3.2834 -1.2724 -6.6967
H -0.8115 -5.2744 -2.0096
H 3.6514 -0.7471 3.8614
H 2.4903 4.7174 1.4150
H -6.1555 3.9545 -2.0198
H 3.3110 3.1397 5.7133
H -6.5411 1.5438 -2.2653
H 0.8801 4.1284 1.8814
H 7.3811 -5.2547 -0.3131
H 3.9857 0.6463 5.8056
H 2.3907 -1.6394 -3.1014
H 5.5457 -4.9531 -2.0435
H -5.0300 -0.0925 -1.0669
H -2.2496 -5.2988 2.3728
H 2.4762 4.0306 3.5583
H -1.0990 -3.9078 2.3801
H 7.4071 -3.6140 1.6081
H 2.7552 -6.3603 1.1080
H 1.3929 4.1118 0.1531
H -2.6201 8.3482 2.4324
H -3.4216 -3.0504 2.4373
H -0.9887 7.7137 0.7587
H -2.9330 2.0810 2.5452
H -3.2804 2.7051 -5.2489
```

The value obtained for the HOMO energy is -0.287 Eh. Its gap between HOMO and LUMO is 7.50 eV. The calculation puts the LUMO energy at -0.30 eV.

No. 2
ORCA calculation (ωB97M-V/def2-TZVPD) on C49H41CdN2O2P2S3Te as an isolated structure.

XYZ file:
```
101
Properties=species:S:1:pos:R:3
Te 3.6802 -0.3498 1.6414
Cd 0.5216 0.4524 0.4691
S -1.3047 1.8684 -1.2357
S 0.3495 -0.1872 4.1340
S 2.7297 0.6928 -2.1427
P -1.1001 0.9496 3.3984
P -1.9219 2.1808 0.6422
O 2.7492 1.9945 -1.5331
O 2.3052 0.5491 -3.5121
N 1.8999 -0.2565 -1.1379
N 0.4376 -1.8580 -0.5432
C -0.9746 1.2650 1.7278
C -0.2225 -2.9997 -0.6898
C 4.3403 -0.2428 5.9646
C -3.3371 -0.6191 2.8675
C -5.0519 -1.2019 4.4479
C 5.3615 0.8673 -1.4096
C 4.7851 -1.0749 -2.6985
C -2.8101 4.8523 0.4203
C -0.7162 5.8684 1.9292
C 0.0348 4.3491 5.3732
C 0.7010 -3.3331 -2.8418
C -1.1509 5.0552 5.5339
C 0.0244 3.0915 4.7898
C 4.4060 -0.6890 3.5994
C 6.6714 0.4220 -1.3344
C -2.3522 3.2317 4.5296
C 4.4138 0.1116 -2.0824
C -1.8682 3.9821 0.9667
C -4.4058 -0.4458 5.4186
C -3.7179 1.8183 0.7565
C 6.0951 -1.5182 -2.6047
C -1.6675 6.7272 1.4009
C -4.5318 2.4096 1.7183
C 5.4600 -1.5759 3.8050
C -6.3791 1.0239 1.0526
C -1.1682 2.5225 4.3501
C 2.1226 -2.9067 2.2409
C -5.8529 2.0113 1.8718
C -0.8165 4.5010 1.7101
C -0.1177 -3.7921 -1.8168
C 5.9430 -1.8014 5.0854
C -5.5815 0.4455 0.0738
C -4.5107 -1.2937 3.1744
C 3.8463 -0.0227 4.6837
C 1.6816 -4.2058 2.0318
C 1.2693 -1.4324 -1.5086
C 3.0390 -4.3598 0.0553
C -2.6960 0.1561 3.8260
C 8.4668 -1.2834 -1.7835
C 3.5031 -3.0695 0.2743
C 1.3996 -2.1514 -2.7065
C 5.3851 -1.1312 6.1672
C -2.7136 6.2169 0.6401
C 7.0546 -0.7816 -1.9157
C 2.1336 -4.9316 0.9377
C -4.2602 0.8393 -0.0722
C -2.3462 4.4901 5.1164
C -3.2314 0.2233 5.1105
C 3.0426 -2.3414 1.3648
H 5.0573 1.7954 -0.9460
H 3.8902 0.2712 6.8048
H 6.7578 -2.4986 5.2389
H -5.9725 -1.7205 4.6876
H -3.4511 6.8863 0.2140
H -2.7220 0.7988 5.8744
H 1.7265 -2.3243 3.0636
H 7.4058 1.0156 -0.8019
H -5.0066 -1.8820 2.4120
H 1.9836 -1.7553 -3.5206
H -5.9907 -0.3169 -0.5784
H 4.2154 -2.6245 -0.4098
H 9.1848 -0.4665 -1.8627
H 5.8974 -2.0956 2.9608
H -6.4699 2.4743 2.6324
H -3.6186 4.4572 -0.1836
H -7.4089 0.7097 1.1723
H 0.7879 -3.8961 -3.7638
H 5.7628 -1.3074 7.1669
H 1.7727 -5.9387 0.7667
H -3.2912 2.7918 4.2208
H 3.3854 -4.9165 -0.8073
H -3.2768 5.0304 5.2423
H 6.3780 -2.4503 -3.0809
H 8.6987 -2.0195 -2.5531
H -4.8163 -0.3812 6.4192
H -0.6716 -4.7167 -1.8959
H -2.9053 -0.6828 1.8764
H -4.1351 3.1982 2.3438
H -1.5943 7.7942 1.5740
H 0.9428 2.5293 4.6663
H 8.6170 -1.7594 -0.8119
H 0.1038 6.2577 2.5199
H 4.0600 -1.6540 -3.2522
H 0.9625 -4.6402 2.7155
H -3.6302 0.3986 -0.8363
H -0.8652 -3.2790 0.1380
H -1.1422 6.0396 5.9856
H 0.9716 4.7803 5.7054
H -0.0799 3.8207 2.1184
H 3.0011 0.6373 4.5329
```

The value obtained for the HOMO energy is -0.173 Eh. As for the net charge: -1. Its gap between HOMO and LUMO is 6.91 eV. The calculation puts the LUMO energy at 2.20 eV.

No. 3
ORCA calculation (ωB97M-V/def2-TZVPD) on C49H41Cl5CrN6O6PTe as an isolated structure.

XYZ file:
```
110
Properties=species:S:1:pos:R:3
Te 3.3221 -2.4339 -1.6918
Cr -0.7769 0.1272 0.7757
Cl 4.3767 3.0308 1.4620
Cl 3.4997 1.5541 -1.4214
Cl -1.3456 1.3218 2.9663
Cl 0.3666 3.0679 5.0513
Cl 3.3411 3.7611 4.2942
P 4.1413 -0.1523 -1.7092
O 4.8641 -0.2196 -3.2285
O -5.3984 -5.1776 -0.0574
O -1.1466 1.7139 -0.1497
O -3.1703 4.7602 -0.4816
O 1.9977 -1.5940 0.7681
O -4.7855 -6.2248 1.7231
N -0.2338 -0.7305 -1.0579
N -0.7326 -1.5166 2.0477
N 2.9399 -0.3934 -5.1242
N -4.7194 -5.2706 0.9641
N -2.6233 -0.8503 0.3309
N 5.6955 -0.1595 -0.5986
C -0.9079 -3.7926 3.6850
C -1.3274 2.0090 -1.3960
C -1.7813 3.3105 -1.7027
C 1.0054 5.5816 2.0544
C -3.5500 -0.4437 -0.5175
C 0.2610 -2.1126 -0.9480
C -1.7145 -2.4065 1.8672
C -1.6864 -2.3830 -3.1886
C 2.5815 1.4112 -0.2115
C 1.3448 5.0340 0.8250
C 0.3601 4.5161 -0.0021
C -3.7782 -4.2324 1.2706
C 0.3547 1.6888 2.7239
C 0.8164 1.1697 1.5326
C 5.8131 2.9921 -4.9051
C -2.4083 3.1224 -5.4393
C 2.8424 2.4247 1.9838
C -4.7287 -2.5256 -0.3631
C 3.0320 0.9760 -4.4775
C -0.8639 -1.2699 -3.3425
C -2.8641 -4.4897 2.2915
C -1.8485 -3.5963 2.6202
C 1.6185 -2.4112 -0.2939
C -0.2719 -1.0487 -4.5820
C 0.1206 -1.7030 3.1048
C -1.2620 -3.0538 -5.4604
C 5.4741 1.6800 -4.8870
C 2.3754 2.8079 3.2366
C -0.3232 5.6113 2.4624
C -4.6164 -1.2646 -0.8876
C -0.7111 -0.3097 -2.1976
C -0.9749 4.5932 0.3803
C -1.2080 1.0474 -2.4399
C 0.0384 -2.8221 3.9221
C -2.0483 2.7245 -4.0305
C -1.8799 -3.2701 -4.2367
C 4.4964 3.4990 -2.9687
C 4.2119 2.1472 -2.6892
C -3.7718 -2.9847 0.5812
C 5.2671 3.9384 -4.0022
C -2.1089 3.6595 -2.9896
C -2.0708 4.2636 -0.5745
C 1.0698 2.4803 3.6000
C 2.0725 1.6060 1.1103
C 4.4925 1.1603 -3.9290
C -1.3118 5.1320 1.6193
C -0.4630 -1.9324 -5.6351
C -2.7287 -2.0837 0.8864
C -1.6555 1.4438 -3.7258
H 3.4206 2.8182 -1.1445
H 5.6279 0.8452 -0.3632
H 4.0963 4.1545 -2.1926
H 6.5462 -0.3486 -1.1273
H -2.9565 -5.4238 2.8256
H -0.4867 -2.6489 -0.3548
H -1.7270 0.7151 -4.5177
H 3.3031 -1.0588 -4.4271
H 2.7940 1.7579 -5.1933
H 2.3786 5.0395 0.5002
H 1.7758 5.9972 2.6919
H -2.2001 -2.5394 -2.2464
H -0.9760 -4.6824 4.2951
H 5.6724 -0.6857 0.2733
H -2.9244 2.3180 -5.9635
H 5.9572 0.9645 -5.5451
H -5.5429 -3.1687 -0.6496
H -1.5083 3.3685 -6.0073
H 0.2625 -0.1173 -4.7396
H 1.5805 -3.4637 0.0027
H -2.3577 5.1884 1.8915
H -3.0490 4.0026 -5.4429
H -1.4196 -3.7424 -6.2792
H 0.8444 -0.9213 3.2917
H -0.0064 -1.7391 -6.5988
H 3.5424 -0.4357 -5.9467
H 0.6275 4.0942 -0.9646
H 2.4224 1.3709 -2.2299
H -3.4462 0.5582 -0.9127
H -5.3546 -0.8933 -1.5846
H 1.9879 -0.6759 -5.3629
H 1.6378 -1.9428 1.6003
H 0.3289 -2.6060 -1.9150
H -2.4509 4.6707 -3.1789
H -2.5214 -4.1296 -4.0947
H 4.5074 1.7767 -0.6718
H -0.5869 6.0356 3.4221
H 0.7317 -2.9124 4.7474
H 2.3513 1.0210 -3.6439
H 5.4895 4.9856 -4.1405
H 6.5335 3.3476 -5.6313
```

The value obtained for the HOMO energy (alpha / beta) is -0.278 / -0.312 Eh. The spin multiplicity is 5. As for the net charge: +1. Its gap between HOMO and LUMO (alpha / beta) is 4.30 / 5.23 eV. The calculation puts the LUMO energy (alpha / beta) at -3.26 / -3.27 eV. As for the expectation value of S²: 6.13.

No. 4
ORCA calculation (ωB97M-V/def2-TZVPD) on C49H41N4NiPS as an isolated structure.

XYZ file:
```
97
Properties=species:S:1:pos:R:3
Ni 0.9048 0.7384 -0.4481
S -1.3641 -0.8680 -2.7220
P -0.6553 2.2822 -0.6160
N 0.9459 -1.0100 -1.5546
N 1.0772 -0.7473 2.1938
N -1.3697 1.5306 -4.2605
N -0.9210 2.7618 -2.2452
C -0.0283 3.8107 0.1915
C -0.9398 -1.9449 2.8305
C 0.6113 -3.0622 -0.1085
C -2.2276 2.1354 0.2271
C 0.2444 -1.2340 3.1767
C 4.6572 2.1352 0.1008
C 0.5462 -1.0361 4.5660
C 3.0587 0.4287 1.4656
C -4.2092 0.7341 0.5936
C -4.2686 3.0761 1.1510
C 2.5346 1.0616 0.3565
C 0.6146 6.1568 0.2751
C 0.7096 1.9273 -5.5012
C -1.7722 -2.4598 3.7920
C -3.5435 1.2226 -5.0808
C 0.2070 -0.3362 -2.4473
C 0.9814 -5.1686 2.4307
C -4.9400 1.8485 1.0741
C -0.1950 -4.1614 0.2021
C 0.0731 1.2833 -4.4642
C -2.8464 0.8619 0.3900
C -0.4240 -6.5861 0.8837
C 2.0826 1.8768 -5.6951
C 2.8864 1.1396 -4.8134
C 0.5401 -5.3764 0.8922
C 1.7328 -0.3603 4.8938
C -1.8323 2.2621 -3.1541
C -2.2145 1.0272 -5.2309
C -0.2772 -1.5402 5.5662
C 5.2222 1.4595 1.1752
C 2.2353 0.4936 -3.7474
C 3.3773 1.9225 -0.3412
C 0.8311 0.5488 -3.5360
C -4.0139 1.8056 -3.8781
C 0.4539 4.8538 2.2809
C -1.9452 -3.2884 -1.2136
C 2.5154 0.1563 3.9089
C 0.7917 6.0666 1.6499
C -2.9450 3.2227 0.7096
C 4.4611 0.5000 1.7829
C 0.3345 4.9858 -0.4388
C -3.1573 2.2758 -2.9023
C 0.1387 -2.0739 -1.0246
C -1.1237 -2.2000 -1.6169
C -1.3594 -2.3608 5.1203
C 1.8796 -5.6682 0.1706
C 2.1724 -0.1021 2.5321
C -1.4811 -4.2390 -0.3433
C 0.0241 3.7764 1.6474
H 2.5209 2.4504 -6.4735
H -0.1082 -1.3096 6.6497
H -4.8456 3.8612 1.5949
H -2.4650 4.1588 0.7507
H 0.5080 4.9929 -1.5181
H 0.7671 4.7021 3.3089
H 2.2512 -6.6018 0.6577
H 1.6273 -2.9255 0.3537
H 1.6546 -5.9620 -0.8511
H 0.1287 -7.4764 1.3159
H 1.5686 -4.2011 2.4308
H 6.1937 1.7206 1.5666
H 0.1023 2.5512 -6.1821
H -5.9995 1.6936 1.4182
H -1.2385 -6.4404 1.5718
H 3.0938 2.3508 -1.3232
H -0.0356 3.1511 -2.7113
H -2.2530 -0.0459 0.1913
H 2.7452 -0.3039 -3.1666
H 5.0076 -0.2433 2.4145
H 5.3059 2.8131 -0.4189
H 0.1815 -5.1000 3.1893
H -4.3067 0.8692 -5.8207
H -2.1355 -5.0870 -0.2481
H -1.1755 -2.0133 1.7822
H 2.1698 -0.5198 5.8895
H -1.8962 -2.9837 5.8447
H -0.7994 -6.8256 -0.1106
H -4.6651 -0.2434 0.4387
H -3.5921 2.7984 -2.0218
H 0.8466 7.0836 -0.2598
H -5.0323 1.6706 -3.6045
H 3.4199 0.6310 4.1518
H -2.9732 -3.3600 -1.5792
H -2.7152 -2.9348 3.6234
H -1.7561 0.4591 -6.0119
H 2.6708 -4.8899 0.2243
H 1.7042 -5.9900 2.7670
H 3.9615 1.0546 -5.0022
H -0.3616 2.9527 2.1618
H 1.1340 6.9477 2.1596
```

The value obtained for the HOMO energy (alpha / beta) is -0.192 / -0.265 Eh. The spin multiplicity is 3. Its gap between HOMO and LUMO (alpha / beta) is 5.13 / 7.09 eV. The calculation puts the LUMO energy (alpha / beta) at -0.10 / -0.14 eV. As for the expectation value of S²: 2.04.